DFT (the ωB97M-V functional and the def2-TZVPD basis) results for 2 unconnected molecules or ions with the total composition C2H7NO3.

Positions of all 13 atoms, in Å:
O: 1.346 1.908 0.125
C: 1.167 1.014 0.900
N: 0.136 0.133 0.950
C: -1.164 0.184 0.353
O: -1.626 -1.155 0.148
H: 1.880 0.746 1.701
H: 0.252 -0.698 1.507
H: -1.913 0.642 1.010
H: -1.209 0.902 -0.474
H: -1.779 -1.139 -0.799
H: 0.496 -1.248 -1.074
H: 1.064 -1.850 -2.260
O: 0.207 -1.466 -1.989

* Kohn-Sham gap: 10.9 eV
* SMILES: O=CNCO.O
* HOMO energy: -10.23 eV
* multiplicity: 1

Löwdin population analysis, charges in e, atoms 1 to 6: O 0.049; C -0.382; N 0.029; C -0.265; O -0.041; H 0.130



DFT (the ωB97M-V functional and the def2-TZVPD basis) results for 3 unconnected molecules or ions with the total composition C2H7NO3.

Positions of all 13 atoms, in Å:
O: 0.966 -1.251 1.743
C: 0.033 -0.494 2.000
O: -0.213 0.642 1.532
C: 0.431 -0.699 -0.958
N: 0.008 -0.408 -2.244
H: -0.733 -0.896 2.715
H: 1.523 -0.747 -0.837
H: -0.075 -1.582 -0.535
H: 0.138 0.175 -0.282
H: -0.220 -1.219 -2.827
H: -1.304 2.481 -2.221
H: -0.631 1.064 -1.961
O: -0.958 1.898 -1.540

* Kohn-Sham gap: 4.5 eV
* HOMO energy: -9.34 eV
* multiplicity: 1

Löwdin population analysis, charges in e, atoms 1 to 6: O -0.039; C -0.575; O 0.022; C -0.125; N 0.165; H 0.137



DFT (the ωB97M-V functional and the def2-TZVPD basis) results for 2 unconnected molecules or ions with the total composition C2H7NO3.

Positions of all 13 atoms, in Å:
C: 0.162 1.292 2.188
N: 0.340 -0.062 1.744
C: -0.733 -0.758 1.207
O: -1.989 -0.197 1.383
O: -0.645 -1.852 0.713
H: -0.166 1.356 3.236
H: 1.027 1.918 2.013
H: -0.530 1.805 1.493
H: 1.285 -0.363 1.492
H: -2.430 -0.986 1.760
H: 1.855 -0.302 -5.456
H: 0.627 -0.859 -6.267
O: 1.197 -0.992 -5.505

* Kohn-Sham gap (spin up / spin down): 9.4 / 3.5 eV
* charge: +1
* HOMO energy (spin up / spin down): -13.45 / -13.45 eV
* multiplicity: 2

Löwdin population analysis, charges in e, atoms 1 to 6: C 0.027; N 0.249; C -0.464; O 0.133; O 0.275; H 0.152



DFT (the ωB97M-V functional and the def2-TZVPD basis) results for 2 unconnected molecules or ions with the total composition C2H7NO3S2.

Positions of all 15 atoms, in Å:
C: -1.003 1.803 -0.221
C: 0.724 -0.193 -0.939
N: -1.834 0.972 0.394
O: 1.200 -2.549 0.158
O: -1.145 -1.781 -0.172
O: 0.226 -0.751 1.555
S: 2.324 0.407 -0.514
S: 0.235 -1.486 0.090
H: -0.248 2.303 0.357
H: -1.225 2.124 -1.221
H: 0.558 -0.380 -1.984
H: -1.512 0.525 1.248
H: 1.145 -0.608 1.802
H: -2.431 0.364 -0.155
H: 2.987 -0.751 -0.397

* Kohn-Sham gap: 7.3 eV
* HOMO energy: -7.88 eV
* multiplicity: 1

Löwdin population analysis, charges in e, atoms 1 to 6: C 0.068; C -0.743; N 0.077; O -0.311; O -0.313; O -0.224



We obtain max |F| values of 0.038, 0.065, 0.058, 0.048 Eh/bohr for the records listed above, in that order.
We obtain molar mass values of 93.1, 93.1, 93.1, 157.2 Da for the records listed above, in that order.